No. 1
DFT (the ωB97M-V functional and the def2-TZVPD basis) results for a 3-piece molecular cluster, C20H35N2O8 overall.

```
65
Properties=species:S:1:pos:R:3:forces:R:3:nbo_charge:R:1
C -4.1223 -4.6785 -0.2137 -0.1 0.0 0.4 -0.72
C -4.5471 -3.7375 -1.2971 0.7 -0.1 0.4 0.74
O -5.6625 -3.7324 -1.7249 -0.9 0.0 -0.5 -0.56
N -3.5107 -2.8830 -1.8039 0.2 0.1 -0.6 -0.53
C -3.4591 -2.9996 -3.2653 -0.1 0.0 0.0 -0.41
C -3.7514 -1.4823 -1.4052 -0.1 0.1 0.3 -0.22
C -3.2328 -1.1991 -0.0052 0.0 -0.3 0.2 -0.40
C -1.7182 -1.3346 0.1930 0.1 0.2 0.1 -0.41
C -0.8056 -0.8426 -0.9289 0.1 0.2 0.0 -0.40
C -0.4226 0.6640 -0.8595 0.1 -0.2 0.1 -0.17
N -1.4489 1.4989 -0.2275 -0.1 -0.1 -0.4 -0.63
C -2.4473 2.0265 -1.1369 0.2 0.3 0.1 -0.23
C -1.9642 3.0050 -2.2297 -0.2 0.1 -0.2 0.07
C -1.9145 2.3692 -3.6089 -0.2 0.0 0.3 -0.62
O -2.8711 4.1150 -2.3648 -0.1 -0.1 0.0 -0.74
C 0.9026 0.7697 -0.0726 0.0 0.1 0.2 0.78
O 1.9468 0.7140 -0.7555 0.0 -0.1 -0.1 -0.79
O 0.8027 0.8725 1.1719 0.0 0.1 0.0 -0.80
H -3.7935 -5.6163 -0.6635 0.1 0.0 -0.1 0.24
H -4.9711 -4.9028 0.4292 0.0 0.0 0.0 0.23
H -3.3013 -4.2593 0.3604 0.1 0.0 0.0 0.24
H -2.6276 -2.4072 -3.6403 0.1 0.0 0.1 0.21
H -3.2854 -4.0356 -3.5563 0.0 -0.1 0.1 0.19
H -4.3791 -2.6578 -3.7495 -0.1 0.0 0.0 0.18
H -3.2782 -0.8292 -2.1361 0.2 -0.1 -0.1 0.20
H -4.8229 -1.2497 -1.4468 -0.1 0.0 -0.1 0.18
H -3.7156 -1.9215 0.6641 -0.1 0.1 0.1 0.19
H -3.5771 -0.2224 0.3330 0.0 0.2 -0.2 0.22
H -1.4622 -2.3711 0.4167 -0.1 -0.1 -0.1 0.19
H -1.4472 -0.7589 1.0799 0.0 0.0 0.1 0.24
H 0.1299 -1.3951 -0.8382 0.1 0.0 -0.2 0.23
H -1.1832 -1.0807 -1.9252 -0.2 -0.1 0.0 0.18
H -0.1815 0.9991 -1.8712 0.0 0.0 0.0 0.17
H -0.9707 2.2621 0.2341 -0.1 -0.1 0.3 0.37
H -3.1911 2.5576 -0.5314 0.0 0.0 0.0 0.18
H -2.9808 1.2143 -1.6279 -0.1 -0.2 0.0 0.18
H -0.9819 3.4048 -1.9609 0.1 -0.1 0.1 0.16
H -1.2189 1.5338 -3.6372 0.1 0.1 -0.1 0.22
H -1.6609 3.1166 -4.3572 0.1 0.0 -0.1 0.21
H -2.9116 1.9842 -3.8318 0.0 0.0 -0.1 0.20
H -3.1229 4.4017 -1.4817 0.1 0.0 0.0 0.46
O 1.7110 4.5462 6.1136 0.0 0.0 0.0 -0.60
C 1.9487 3.5944 5.4210 0.1 0.0 0.0 0.79
O 1.0252 3.0089 4.6444 0.0 -0.1 0.0 -0.49
C 1.5738 1.8348 3.9866 0.1 0.0 -0.1 -0.10
C 3.0781 2.0635 3.9883 0.1 0.1 0.1 -0.43
C 3.2785 2.8755 5.2681 0.0 -0.1 -0.3 -0.53
H 1.2883 0.9570 4.5708 0.0 0.0 0.0 0.16
H 1.1689 1.7448 2.9828 -0.1 0.0 0.0 0.28
H 3.6450 1.1357 3.9521 0.0 0.0 0.0 0.22
H 3.3547 2.6607 3.1187 0.0 0.0 0.0 0.21
H 3.4194 2.2387 6.1436 0.0 0.0 0.0 0.22
H 4.0921 3.5938 5.2120 0.0 0.0 0.2 0.23
O 6.6941 -3.1058 -1.1182 0.0 0.0 0.0 -0.60
C 6.1741 -2.0874 -0.7516 0.0 0.0 0.1 0.79
O 5.2411 -1.4454 -1.4706 0.0 0.0 0.0 -0.49
C 4.8576 -0.2028 -0.8247 -0.1 0.1 0.1 -0.10
C 5.2268 -0.4009 0.6379 0.1 -0.1 0.0 -0.43
C 6.4349 -1.3326 0.5409 -0.3 0.1 0.0 -0.53
H 5.4282 0.6056 -1.2893 0.1 0.0 0.0 0.16
H 3.7951 -0.0217 -0.9578 0.0 -0.1 -0.1 0.28
H 5.4235 0.5365 1.1539 0.0 0.0 0.0 0.22
H 4.4051 -0.9009 1.1518 0.0 0.0 0.0 0.22
H 7.3717 -0.7837 0.4263 0.0 0.0 0.0 0.22
H 6.5249 -2.0267 1.3723 0.1 0.0 0.0 0.23
```
Positions in Å, forces in eV/Å.

Its energy relative to the best compared isomer or geometry (same formula, charge and spin) is 0.0 kcal per mole. The HOMO-LUMO gap comes out at 8.09 eV. As for the charge: -1. For the largest force on an atom, the calculation gives 0.0191 Eh/bohr.



No. 2
DFT (the ωB97M-V functional and the def2-TZVPD basis) results for an isolated ion of composition C3H7N2 and charge +1 in a non-equilibrium geometry.

```
12
Properties=species:S:1:pos:R:3:forces:R:3:nbo_charge:R:1
C 1.2905 0.3493 -0.8807 2.4 1.8 1.7 -0.69
C -0.0022 -0.3370 -0.7454 0.3 0.2 1.5 -0.03
N -1.1781 0.4552 -0.4630 -1.7 4.1 0.8 -0.52
C -0.7481 -0.2986 0.5501 0.2 0.6 -1.9 0.54
N -0.8986 -0.7326 1.7589 -3.0 3.0 0.6 -0.68
H 1.6470 0.4253 -1.8677 0.0 -0.2 -1.5 0.26
H 2.1794 -0.0381 -0.3353 -0.9 -0.5 -0.1 0.26
H 1.3356 1.4191 -0.5240 -0.8 -0.9 -0.2 0.24
H -0.2086 -1.1861 -1.3246 -0.1 -1.0 -1.1 0.23
H -1.4181 1.6569 -0.6961 0.9 -4.9 1.3 0.49
H -0.3376 -1.4413 2.1481 0.8 -0.9 0.3 0.45
H -1.6614 -0.2722 2.3799 1.9 -1.2 -1.3 0.45
```
Positions in Å, forces in eV/Å.

The SMILES is C[C@@H]1NC1=[NH2+]. Its energy relative to the best compared isomer or geometry (same formula, charge and spin) is 50.0 kcal per mole. The HOMO-LUMO gap comes out at 11.39 eV. As for the charge: +1. For the largest force on an atom, the calculation gives 0.1001 Eh/bohr.



No. 3
DFT (the ωB97M-V functional and the def2-TZVPD basis) results for a 2-piece molecular cluster, C2H4F3N overall in a non-equilibrium geometry.

```
10
Properties=species:S:1:pos:R:3:forces:R:3:nbo_charge:R:1
C 1.1912 0.2183 -0.1571 -2.2 5.7 -2.8 -0.67
C -0.0560 -0.1680 0.4913 -1.1 -1.7 0.0 0.28
N -1.1655 0.4457 0.2175 -1.1 1.1 -0.7 0.37
F -0.4744 -2.2163 -0.5880 0.5 2.0 1.0 -0.77
F -2.3592 0.2588 0.8616 1.6 -0.2 -1.1 -0.12
F -1.3787 0.9558 -1.0319 -0.3 -0.5 1.4 -0.14
H 1.7279 1.1198 0.3093 -0.8 -1.6 0.0 0.26
H 1.7516 -0.5941 -0.2887 2.5 -3.1 -0.4 0.27
H 0.8909 0.6838 -1.2372 0.9 -1.4 2.4 0.25
H -0.1278 -0.7038 1.4231 0.1 -0.2 0.1 0.27
```
Positions in Å, forces in eV/Å.

Its energy relative to the best compared isomer or geometry (same formula, charge and spin) is 177.8 kcal per mole. The HOMO-LUMO gap comes out at 8.80 eV. For the largest force on an atom, the calculation gives 0.1300 Eh/bohr.